Record 1
C4H8N2 | ωB97M-V/def2-TZVPD

```
14
C4H8N2 ωB97M-V/def2-TZVPD
N 2.42410 -0.83967 -0.15350
H 1.64175 -0.58134 1.82495
N -0.16979 1.54298 0.23102
H -1.64007 1.40360 -1.20571
H -2.60629 -0.72371 -0.63677
H -2.21248 1.37469 0.45536
H -0.89017 -1.00275 -0.99410
C -1.43767 0.98786 -0.21321
H 2.22907 -0.49766 -1.09057
C 1.58924 -0.20204 0.80859
C 0.71951 0.74369 0.53409
H -1.45676 -1.02603 0.68141
C -1.59078 -0.53398 -0.29106
H 3.40034 -0.64562 0.04949
```

Calculated values
HOMO-LUMO gap   9.0 eV
Max |F|   1.194 eV/A
SMILES   CCN=C=CN
Energy above the lowest of the compared OMol25 structures with the same formula, charge and spin   161.5 kJ/mol
Energy   -7256.2020 eV

How positive or negative is each atom? The Mulliken charges in e answer that:
1. N -0.5300
2. H 0.3468
3. N -0.5211
4. H 0.2916
5. H 0.3519
6. H 0.2862
7. H 0.3146
8. C -0.2450
9. H 0.2406
10. C -0.5312
11. C 0.5457
12. H 0.3278
13. C -1.1050
14. H 0.2271

Record 2
C4H8N2 | ωB97M-V/def2-TZVPD

```
14
C4H8N2 ωB97M-V/def2-TZVPD
H -0.20933 -0.32100 2.50571
C -0.83693 -1.28890 0.80630
N 1.52534 0.44288 -0.22657
H -1.37807 -1.76740 -0.05623
H -1.89381 0.55863 0.25337
C 0.84586 1.31198 -1.19876
H -0.19634 -0.63163 -1.15430
C -0.92296 0.17551 0.57212
H 0.97760 1.09895 -2.25907
N -1.05182 -0.37060 1.92523
H 0.18627 -1.66732 0.79263
H 2.08443 -0.27495 -0.67351
C 0.12330 0.24565 -0.49515
H 0.77855 2.36150 -0.93405
```

Calculated values
HOMO-LUMO gap   9.8 eV
Max |F|   2.568 eV/A
SMILES   C1N[C@H]1[C@H]1CN1
Energy above the lowest of the compared OMol25 structures with the same formula, charge and spin   451.9 kJ/mol
Energy   -7253.1915 eV

How positive or negative is each atom? The Mulliken charges in e answer that:
1. H 0.2934
2. C -0.5932
3. N -0.5540
4. H 0.3739
5. H 0.3017
6. C -0.3605
7. H 0.1090
8. C -0.1278
9. H 0.2463
10. N -0.6232
11. H 0.2441
12. H 0.2426
13. C 0.1893
14. H 0.2585

Record 3
C4H8N2 | ωB97M-V/def2-TZVPD

```
14
C4H8N2 ωB97M-V/def2-TZVPD
H 2.48873 0.99996 0.95907
C 2.18518 0.45398 -0.14946
H 3.18526 0.27784 -0.72770
C -1.30368 0.81543 0.20053
H -1.53179 1.55252 -0.57219
H -0.05683 -2.04245 0.07075
H -1.07763 1.35415 1.20181
C 0.43515 -1.06998 -0.05969
H -2.70793 -0.59595 -0.64906
C -1.92797 -0.49028 0.01101
H 1.27324 0.98315 -0.81216
N 1.58353 -0.78926 0.24934
N -0.57509 -0.21311 -0.54088
H -1.97018 -1.23601 0.81861
```

Calculated values
HOMO-LUMO gap   9.8 eV
Max |F|   3.714 eV/A
SMILES   C/N=C\N1CC1
Energy above the lowest of the compared OMol25 structures with the same formula, charge and spin   341.5 kJ/mol
Energy   -7254.3355 eV

How positive or negative is each atom? The Mulliken charges in e answer that:
1. H 0.1847
2. C -0.5953
3. H 0.2600
4. C -0.2783
5. H 0.2308
6. H 0.3811
7. H 0.2266
8. C 0.1167
9. H 0.2393
10. C -0.5480
11. H 0.2444
12. N -0.4587
13. N -0.3245
14. H 0.3212